# 1
# C4H9NO

The molecule C4H9NO (ωB97M-V with the def2-TZVPD basis set, OMol25).

Summary:
energy relative to the best compared isomer or geometry (same formula, charge and spin): 60.1 kcal/mol
net charge: 0
DFT total energy: -7829.713 eV
max |F|: 0.053 Eh/bohr
SMILES string: OC[C@@H]1CCN1
HOMO level: -8.967 eV
multiplicity: 1

CARTESIAN COORDINATES (ANGSTROEM)
C 0.88587 -0.40071 -1.06101
C 0.40981 -0.41667 0.39476
C -1.05161 -0.25501 0.55934
C -0.88940 1.23114 0.66027
H 0.58361 -2.32921 -1.33948
H 2.00816 -0.45915 -1.06497
H 0.53123 0.50236 -1.52831
H 0.85225 -1.26146 0.97682
H -1.67428 -0.60502 -0.18416
H -1.35159 -0.57972 1.57837
H -1.27739 1.75283 1.52608
H -0.98891 1.76739 -0.22164
H 1.10428 1.61221 0.50686
N 0.51370 0.92359 0.99274
O 0.34428 -1.48258 -1.79567

Results of the Löwdin charge analysis, in e, for atoms 1 through 8:
1. C -0.23
2. C -0.34
3. C -0.15
4. C -0.19
5. H 0.11
6. H 0.13
7. H 0.11
8. H 0.15

=====

# 2
# C30H57IrN13S

A structure of composition C30H57IrN13S (ωB97M-V with the def2-TZVPD basis set, OMol25).

Summary:
energy relative to the best compared isomer or geometry (same formula, charge and spin): 3.9 kcal/mol
expectation value of S²: 6.013
net charge: +3
DFT total energy: -65051.874 eV
max |F|: 0.078 Eh/bohr
HOMO level (alpha / beta): -15.088 / -15.063 eV
multiplicity: 5

CARTESIAN COORDINATES (ANGSTROEM)
Ir -0.11700 0.69614 0.22553
C 0.65780 0.09115 -4.03449
N 1.01197 -1.12415 -3.34156
C 1.41835 -2.17732 -4.20586
C 0.75634 -1.23807 -1.98816
N -0.25797 -0.56490 -1.46168
C -1.55115 -0.78867 -2.09909
C -2.45248 0.43541 -1.90733
N -2.47967 0.88143 -0.56823
C -3.34820 0.13358 0.36909
C -3.44457 -1.38688 0.21287
N -2.22637 -2.05456 0.59071
C -2.29733 -3.34872 0.96766
N -1.17050 -3.79182 1.61502
C -0.80401 -5.17675 1.53664
C -0.49606 -2.94003 2.56420
N -3.27101 -4.27305 0.74487
C -3.99888 -4.27259 -0.51052
C -3.71909 -5.11587 1.86641
C -2.73128 2.33571 -0.34592
C -1.71789 3.17119 -1.08394
N -0.30809 2.92781 -0.78684
C 0.51578 3.90400 -1.07864
N 0.31373 4.74329 -2.12894
C -0.26860 4.37554 -3.39246
C 0.63709 6.13758 -2.03511
N 1.68113 4.08859 -0.37403
C 1.67874 4.16324 1.10681
C 2.85497 4.79487 -0.84409
N 1.60903 -1.98882 -1.27373
C 1.18248 -2.42946 0.10251
C 2.99422 -2.31971 -1.56995
H 1.44703 0.41098 -4.76960
H 0.50270 0.85188 -3.28459
H -0.22750 -0.01005 -4.70182
H 0.95679 -2.14942 -5.20114
H 1.18175 -3.16827 -3.92577
H 2.49952 -2.07679 -4.46173
H -2.02183 -1.64762 -1.70687
H -1.38804 -0.85877 -3.18480
H -3.46973 0.26940 -2.25223
H -2.06602 1.17010 -2.63853
H -4.36183 0.52423 0.27032
H -2.98879 0.31318 1.40221
H -3.80498 -1.53537 -0.81446
H -4.34541 -1.70847 0.79036
H -1.14569 -5.63561 0.63954
H -1.36615 -5.80593 2.28495
H 0.28476 -5.27315 1.61219
H -0.10550 -1.99523 2.11376
H 0.34230 -3.48463 2.99157
H -1.16413 -2.64584 3.35510
H -4.47666 -5.22765 -0.71606
H -3.32848 -4.04548 -1.34179
H -4.79499 -3.53933 -0.38101
H -2.94809 -5.19248 2.60134
H -3.97416 -6.08976 1.57409
H -4.59316 -4.63433 2.32366
H -2.86986 2.59983 0.72428
H -3.73548 2.63803 -0.74465
H -1.99828 4.20923 -0.87127
H -1.82597 3.08282 -2.13242
H -0.37954 3.25214 -3.42474
H 0.41141 4.61995 -4.21404
H -1.24249 4.85545 -3.59950
H 0.92601 6.37096 -1.01447
H -0.20960 6.77018 -2.26228
H 1.42343 6.50272 -2.76452
H 0.77114 3.72447 1.51449
H 1.65060 5.24044 1.46297
H 2.50701 3.63049 1.54690
H 2.87384 5.03536 -1.91742
H 3.75783 4.27693 -0.59855
H 2.88704 5.81885 -0.35790
H 1.46340 -3.46380 0.16999
H 0.05855 -2.53567 0.22609
H 1.57108 -1.85291 0.92211
H 3.21477 -1.90125 -2.57007
H 3.12093 -3.43522 -1.56637
H 3.73425 -1.94257 -0.83262
C -0.84815 -0.34517 5.25755
N 0.44420 -0.23907 4.53864
C 1.64025 -0.83038 5.06404
C 2.56826 -0.54197 4.13498
N 1.97651 0.15705 3.08342
C 0.64071 0.34063 3.37084
S -0.59445 1.19343 2.54980
C 2.76105 0.61745 2.00263
C 4.11085 0.96940 2.30580
C 4.86078 1.32672 1.18924
C 4.36196 1.30845 -0.11011
C 2.95895 1.02900 -0.25706
N 2.20440 0.71427 0.77968
H -0.87381 0.33703 6.12271
H -0.96645 -1.39002 5.55580
H -1.71802 -0.09814 4.70181
H 1.58712 -1.18872 6.05401
H 3.60006 -0.79096 4.20438
H 4.51570 0.91997 3.28129
H 5.84742 1.69039 1.21130
H 4.96154 1.61132 -0.97538
H 2.55587 1.00918 -1.21188

Results of the Löwdin charge analysis, in e, for atoms 1 through 8:
1. Ir 1.34
2. C -0.05
3. N -0.14
4. C -0.05
5. C -0.37
6. N -0.10
7. C -0.16
8. C -0.17

=====

# 3
# C4H4Cl2O2

The molecule C4H4Cl2O2 (ωB97M-V with the def2-TZVPD basis set, OMol25).

Summary:
energy relative to the best compared isomer or geometry (same formula, charge and spin): 33.1 kcal/mol
net charge: 0
DFT total energy: -33350.857 eV
max |F|: 0.085 Eh/bohr
SMILES string: CC(=O)C(Cl)(Cl)C=O
HOMO level: -10.341 eV
multiplicity: 1

CARTESIAN COORDINATES (ANGSTROEM)
C -1.31820 -1.02215 0.74969
C -0.26309 -0.00165 0.60143
C 0.54963 0.05065 -0.64076
C 1.46681 1.41747 -0.54952
H -1.81654 -0.75485 1.64802
H -1.99489 -0.79011 -0.32352
H -0.96492 -2.14763 0.70452
H 0.80518 2.29372 -0.31840
O -0.02142 0.79093 1.47233
O 2.68941 1.32407 -0.53904
Cl -0.68994 0.26974 -2.05031
Cl 1.55796 -1.43021 -0.75443

Results of the Löwdin charge analysis, in e, for atoms 1 through 8:
1. C -0.05
2. C -0.64
3. C -0.96
4. C -0.22
5. H 0.06
6. H 0.12
7. H 0.12
8. H 0.14

=====

# 4
# C40H27BrCl3F4N5NaO4PS

A structure of composition C40H27BrCl3F4N5NaO4PS (ωB97M-V with the def2-TZVPD basis set, OMol25).

Summary:
energy relative to the best compared isomer or geometry (same formula, charge and spin): 0.0 kcal/mol
net charge: -2
DFT total energy: -200573.712 eV
max |F|: 0.036 Eh/bohr
HOMO level: -0.081 eV
multiplicity: 1

CARTESIAN COORDINATES (ANGSTROEM)
Na 0.62709 1.40672 -0.28229
N 1.34987 1.59427 4.12362
C 1.09098 2.90164 3.73378
C 0.89490 4.07693 4.45823
C 0.61988 5.21014 3.71932
C 0.55693 5.18120 2.31357
C 0.75415 4.01242 1.61345
C 1.01093 2.85026 2.34642
N 1.18822 1.53564 1.90815
C 1.39135 0.84823 2.97484
C 1.67616 -0.59809 2.97062
C 2.19850 -1.31026 3.99282
S 2.39821 -2.93478 3.52948
C 1.76914 -2.55648 1.98585
N 1.42776 -1.32024 1.81478
H 1.35212 1.23959 5.06176
H 0.93185 4.09959 5.54067
H 0.42822 6.14395 4.23465
H 0.30977 6.08421 1.77200
H 0.68884 4.00221 0.53278
H 2.50905 -0.96131 4.96506
H 1.68050 -3.31838 1.21981
F -3.28951 -4.70025 -4.50587
C -2.40000 -3.77857 -4.10175
C -2.04450 -2.75262 -4.93523
F -2.57516 -2.68247 -6.16865
C -1.10809 -1.81107 -4.52142
F -0.76482 -0.89998 -5.45296
C -0.54363 -1.83567 -3.26305
P 0.55970 -0.52601 -2.50276
C 2.15026 -1.43080 -2.77447
C 2.95471 -1.68884 -1.66910
C 4.14989 -2.38530 -1.81135
C 4.54677 -2.84241 -3.05962
C 3.74493 -2.59928 -4.17256
C 2.55695 -1.89825 -4.02609
C 0.58906 0.80190 -3.75864
C 1.73559 1.24761 -4.40748
C 1.66789 2.33570 -5.26665
C 0.45889 2.99035 -5.47418
C -0.67851 2.56928 -4.79872
C -0.60899 1.48898 -3.93116
C -0.88870 -2.92020 -2.45786
Br -0.03313 -3.22931 -0.80672
C -1.79455 -3.88427 -2.86460
F -2.08387 -4.95415 -2.11842
H 2.65800 -1.31445 -0.69294
H 4.77877 -2.54622 -0.94390
H 5.48370 -3.37528 -3.17216
H 4.04984 -2.94940 -5.15198
H 1.93905 -1.70487 -4.89730
H 2.69012 0.77023 -4.21995
H 2.56882 2.68403 -5.75730
H 0.41148 3.84895 -6.13362
H -1.61434 3.10083 -4.91227
H -1.48611 1.20218 -3.35854
N -2.42283 -0.60155 0.87664
C -3.31472 -1.15711 0.02951
C -3.90883 -2.42705 0.20917
C -4.82808 -2.92794 -0.69857
C -5.20674 -2.20401 -1.82670
C -4.62716 -0.94414 -2.01370
C -3.70964 -0.42360 -1.12029
H -1.93274 0.31816 0.54748
H -1.93635 -1.20379 1.52047
H -3.61691 -3.02141 1.07024
H -5.24884 -3.91459 -0.53022
H -5.92118 -2.60539 -2.53493
H -4.89649 -0.35624 -2.88619
H -3.24831 0.54879 -1.27318
Cl -2.21469 1.80095 3.10861
C -2.44350 3.10781 1.91672
C -3.02777 4.25866 2.37895
C -3.20184 5.38338 1.55722
C -2.71981 5.28317 0.24230
C -2.12943 4.13558 -0.22389
Cl -1.47096 4.17812 -1.86795
C -1.94174 2.84922 0.52606
N -1.43444 1.77095 0.07161
H -3.34324 4.29599 3.41771
H -3.67527 6.28574 1.92180
H -2.80165 6.13327 -0.42902
O 3.75435 3.03492 -0.18092
Cl 3.71265 1.66538 -0.64364
O 3.85739 0.74029 0.47158
O 4.74200 1.41173 -1.63211
O 2.39335 1.43510 -1.28153

Results of the Löwdin charge analysis, in e, for atoms 1 through 8:
1. Na 0.14
2. N 0.17
3. C -0.21
4. C -0.04
5. C -0.10
6. C -0.07
7. C 0.01
8. C -0.20

=====

- Among the records above, which one has the lowest net charge?
  C40H27BrCl3F4N5NaO4PS

=====

- Among the records above, which one has the highest max |F|?
  C4H4Cl2O2

=====

- Number 4 is which compound?
  C40H27BrCl3F4N5NaO4PS